(1)
Below is a 2-piece molecular cluster, C5H15N2 overall, with properties calculated with the ωB97M-V functional and the def2-TZVPD basis.

Properties
- calculated total energy (eV) = -8401.5859
- E_HOMO (eV) = -12.8
- charge = +1

The geometry in XYZ format:
```
22
C5H15N2 (the ωB97M-V functional and the def2-TZVPD basis)
H -0.621 2.700 -1.344
C -0.494 2.082 -0.463
C 1.811 1.434 -1.136
H 2.211 2.029 -0.322
H 0.075 0.399 -1.528
H 0.716 -2.079 0.798
H -2.000 -1.163 0.591
H 0.512 0.308 0.028
C -1.128 -2.045 -1.085
H 2.439 0.565 -1.297
C -0.167 -1.090 2.343
N 0.443 0.978 -0.771
H -1.453 1.662 -0.185
H -0.241 -2.439 -1.567
H 1.763 2.019 -2.048
H -0.692 -1.934 2.785
C -1.080 -1.509 0.131
N 0.095 -1.281 0.898
H 0.776 -0.967 2.861
H -0.779 -0.204 2.496
H -0.086 2.662 0.361
H -2.100 -2.124 -1.546
```

Charges obtained by Löwdin population analysis, quoted in units of e: 0.106 0.001 0.004 0.105 0.151 0.132 0.117 0.107 0.015 0.104 -0.082 -0.073 0.098 0.069 0.105 0.090 -0.256 -0.129 0.084 0.081 0.108 0.064

***

(2)
Below is one molecule with the formula C21H24BrNO4, with properties calculated with the ωB97M-V functional and the def2-TZVPD basis.

Properties
- calculated total energy (eV) = -101889.2907
- E_HOMO (eV) = -8.5
- charge = 0
- structure (SMILES) = CC(C)COC(=O)[C@H]1[C@@H]2C=C[C@@]3(CN([C@@H](C)c4ccc(Br)cc4)C(=O)[C@@H]13)O2

The geometry in XYZ format:
```
51
C21H24BrNO4 (the ωB97M-V functional and the def2-TZVPD basis)
H 3.906 2.109 0.269
H -2.090 -4.012 1.333
C -1.518 2.735 1.130
C -0.428 2.595 0.283
O 0.513 0.479 1.821
C 4.331 -0.525 -0.928
H -1.968 1.048 -2.304
H -2.830 -2.608 -1.277
H 1.816 -1.918 -2.401
H 1.414 4.088 -1.076
C -2.763 2.262 0.760
H -2.000 -1.064 0.541
H -3.064 -4.327 -0.943
H 0.234 1.864 -1.627
H 2.481 4.468 0.290
C 1.771 -1.644 -0.169
C -2.504 -3.159 0.785
H 4.365 -2.503 -1.833
C -2.906 1.650 -0.472
H -1.389 3.184 2.104
H -1.434 -3.659 -1.032
C -1.845 1.536 -1.350
C 1.442 0.639 1.062
C -1.663 -1.926 1.124
H -1.730 -1.690 2.189
H 0.820 5.065 0.261
C 1.461 4.226 0.001
H 2.060 -2.596 0.274
H -3.604 2.342 1.432
O -0.369 -0.930 -1.025
C 0.252 -1.519 -0.181
H 2.907 2.365 -1.191
C 2.353 -1.414 -1.604
O -0.272 -2.131 0.870
O 2.257 -0.013 -1.723
H 3.072 -0.735 1.355
C -2.454 -3.457 -0.711
H 0.933 3.198 1.814
H -4.368 -2.071 0.705
C 3.020 1.772 -0.284
H 5.330 -0.275 -0.633
C 3.853 -1.619 -1.510
C -3.942 -2.919 1.236
C 0.964 2.987 0.736
C 2.393 -0.436 0.554
C -0.606 2.009 -0.965
C 3.101 0.300 -0.626
N 1.834 1.828 0.550
H -4.552 -3.794 1.029
H -3.984 -2.714 2.303
Br -4.596 0.910 -0.948
```

Charges obtained by Löwdin population analysis, quoted in units of e: 0.140 0.138 -0.027 -0.195 0.122 0.032 0.107 0.083 0.163 0.081 -0.121 0.123 0.077 0.121 0.081 -0.059 -0.396 0.109 -0.683 0.118 0.074 -0.124 -0.395 -0.137 0.138 0.090 -0.031 0.160 0.100 0.130 -0.464 0.133 -0.228 0.026 -0.001 0.171 -0.063 0.152 0.062 -0.028 0.114 0.011 -0.071 -0.269 -0.043 -0.024 -0.381 0.013 0.078 0.077 0.717

***

(3)
Below is a 2-piece molecular cluster, NO4S2 overall, with properties calculated with the ωB97M-V functional and the def2-TZVPD basis.

Properties
- calculated total energy (eV) = -31347.5596
- 2S+1 = 3
- expectation value of S² = 2.011
- E_HOMO (spin up / spin down) (eV) = -3.6 / -4.1
- charge = -1

The geometry in XYZ format:
```
7
NO4S2 (the ωB97M-V functional and the def2-TZVPD basis)
S 2.337 -1.321 -0.416
O -2.429 -0.248 -0.928
N -1.729 -0.181 0.066
O 1.210 1.202 -1.177
S 1.201 0.289 -0.022
O 1.504 0.778 1.305
O -2.094 -0.518 1.173
```

Charges obtained by Löwdin population analysis, quoted in units of e: -0.002 0.058 -0.163 -0.541 0.117 -0.533 0.064

***

(4)
Below is a 2-piece molecular cluster, C7H5NO2 overall, with properties calculated with the ωB97M-V functional and the def2-TZVPD basis.

Properties
- calculated total energy (eV) = -12922.1606
- E_HOMO (spin up / spin down) (eV) = -9.9 / -8.3
- charge = 0

The geometry in XYZ format:
```
15
C7H5NO2 (the ωB97M-V functional and the def2-TZVPD basis)
C 4.780 0.646 -0.118
O 4.198 0.918 -1.070
C 0.024 -0.937 -1.153
H -0.790 1.620 0.913
C -0.827 0.016 -0.635
H 1.217 0.949 1.836
C 1.808 -0.480 0.422
H -1.842 0.238 -0.935
C 0.843 0.487 0.989
N 2.996 -0.642 0.853
H -0.358 -1.427 -2.018
C 1.260 -1.150 -0.723
H 1.886 -1.833 -1.240
C -0.337 0.748 0.497
O 5.531 0.413 0.716
```

Charges obtained by Löwdin population analysis, quoted in units of e: -0.524 0.186 -0.108 0.108 -0.026 0.092 -0.367 0.108 -0.030 0.265 0.107 -0.023 0.110 -0.087 0.191